[1]
{"formula": "C23H27F16NO4", "method": "the ωB97M-V functional and the def2-TZVPD basis", "total_energy_ha": -2846.12414, "e_lumo_ev": 0.5393, "smiles": "FC(F)C(F)(F)COC(F)(F)C(F)F.FC(F)C(F)(F)COC(F)(F)C(F)F.NCCCCCC(=O)OCc1ccccc1", "homo_ev": -9.0, "species": ["F", "F", "F", "F", "F", "F", "F", "F", "F", "F", "F", "F", "F", "F", "F", "F", "O", "O", "O", "O", "N", "C", "C", "C", "C", "C", "C", "C", "C", "C", "C", "C", "C", "C", "C", "C", "C", "C", "C", "C", "C", "C", "C", "C", "H", "H", "H", "H", "H", "H", "H", "H", "H", "H", "H", "H", "H", "H", "H", "H", "H", "H", "H", "H", "H", "H", "H", "H", "H", "H", "H"], "xyz": [[-4.228, -1.573, -0.886], [-2.955, -2.593, 2.446], [-3.024, -1.180, -2.648], [-6.140, 2.461, -7.342], [-3.930, 4.433, -7.104], [-6.694, 2.903, -4.852], [-5.636, 3.586, -3.087], [-5.184, 5.721, -8.294], [-4.680, 1.222, -4.161], [-3.938, -0.156, 3.299], [-3.189, 1.618, -2.007], [-4.078, 2.249, -5.969], [-2.246, -1.701, 0.602], [-5.028, 2.996, -9.130], [-2.018, 0.401, -0.666], [-4.911, -0.955, 1.533], [-5.928, 5.077, -6.328], [3.010, 0.719, 2.941], [-4.045, 1.107, -0.049], [4.185, 0.353, 4.790], [7.018, -4.525, 3.433], [-2.598, -1.417, 1.871], [0.944, -2.916, 4.411], [0.278, -3.731, 3.415], [6.659, -0.217, 3.191], [-5.361, 4.833, -5.039], [-3.276, 0.615, -1.103], [5.615, 0.971, 3.018], [-3.751, -0.414, 1.971], [-5.862, 3.481, -8.179], [2.842, -0.350, 2.003], [1.771, -1.804, 3.921], [-3.898, -0.618, -1.779], [-4.365, 2.441, -4.668], [-3.548, 0.949, 1.284], [7.398, -2.473, 2.017], [-5.517, 3.424, -4.438], [1.219, -2.313, 1.516], [1.929, -1.507, 2.520], [6.254, -1.431, 2.272], [-5.212, 4.667, -7.453], [0.399, -3.421, 1.991], [7.765, -3.232, 3.354], [4.220, 0.646, 3.629], [-4.134, 1.662, 1.864], [7.677, 0.182, 2.933], [8.273, -2.013, 1.497], [-1.714, -1.046, 2.399], [3.793, -0.796, 1.626], [6.964, -3.255, 1.329], [7.384, -2.613, 4.204], [-5.921, 5.498, -4.380], [-6.796, 3.790, -8.654], [-4.330, 5.187, -4.985], [5.554, 1.324, 1.960], [-0.151, -4.059, 1.261], [5.366, -1.922, 2.757], [7.349, -5.112, 2.666], [2.274, -1.206, 4.719], [8.874, -3.389, 3.374], [1.303, -2.085, 0.427], [2.320, 0.071, 1.097], [0.867, -3.088, 5.504], [-3.457, 2.782, -4.164], [-4.803, -0.344, -2.324], [6.042, 1.817, 3.624], [-2.518, 1.298, 1.367], [-0.352, -4.571, 3.783], [5.933, -0.988, 1.284], [7.308, -4.920, 4.333], [6.636, -0.550, 4.255]]}

[2]
{"formula": "C23H27KN6O4S3", "method": "the ωB97M-V functional and the def2-TZVPD basis", "total_energy_ha": -3316.74430, "e_lumo_ev": 3.9372, "e_above_lowest_ev": 1.5997, "total_charge": -2, "homo_ev": -1.4, "species": ["K", "S", "S", "S", "O", "O", "O", "O", "N", "N", "N", "N", "N", "N", "C", "C", "C", "C", "C", "C", "C", "C", "C", "C", "C", "C", "C", "C", "C", "C", "C", "C", "C", "C", "C", "C", "C", "H", "H", "H", "H", "H", "H", "H", "H", "H", "H", "H", "H", "H", "H", "H", "H", "H", "H", "H", "H", "H", "H", "H", "H", "H", "H", "H"], "xyz": [[-0.473, -1.165, -0.395], [0.758, 2.497, -4.917], [1.995, -0.186, -4.251], [-2.299, -4.395, 1.351], [-0.726, 0.276, 1.363], [2.119, 0.823, -0.314], [1.262, -3.436, -1.451], [1.730, -1.702, 0.779], [-3.508, -4.650, -1.023], [-2.802, -1.515, 0.431], [2.148, 1.828, 1.719], [-3.398, -2.508, -0.309], [3.040, -4.415, -0.455], [0.075, 1.118, -2.821], [4.229, -4.364, 0.374], [2.248, 3.146, 1.127], [-1.116, 4.387, -3.939], [-2.491, 3.257, 2.438], [-3.094, -3.742, -0.037], [-4.083, 1.660, 1.667], [-0.658, 2.282, -2.796], [1.950, 1.730, 3.154], [-1.566, 2.631, -1.795], [2.058, 0.739, 0.898], [-1.477, 2.367, 2.148], [-1.707, 1.064, 1.606], [-2.239, 3.841, -1.871], [-3.824, 2.911, 2.206], [-2.023, 4.717, -2.936], [-3.540, -0.527, 0.747], [2.275, -3.325, -0.789], [1.983, -0.602, 1.618], [2.683, -1.958, -0.251], [-0.437, 3.178, -3.862], [0.893, 1.022, -3.834], [2.528, -5.738, -0.766], [-3.087, 0.731, 1.359], [-4.217, -4.270, -1.633], [-2.555, 5.660, -2.979], [1.335, 3.722, 1.304], [1.143, -0.574, 2.307], [1.038, 1.181, 3.393], [3.994, -4.229, 1.435], [2.615, -1.227, -1.057], [-0.441, 2.647, 2.301], [-5.112, 1.377, 1.464], [4.759, -5.309, 0.263], [3.101, 3.689, 1.545], [-0.938, 5.064, -4.767], [2.377, 3.031, 0.055], [-2.938, 4.105, -1.086], [2.915, -0.751, 2.185], [3.196, -6.263, -1.456], [-2.245, 4.237, 2.837], [1.844, 2.736, 3.556], [3.692, -1.934, 0.170], [1.550, -5.633, -1.224], [-1.727, 1.957, -0.961], [4.910, -3.574, 0.062], [-4.629, 3.603, 2.422], [2.798, 1.253, 3.659], [-4.611, -0.586, 0.527], [2.430, -6.328, 0.149], [-3.711, -5.560, -0.646]]}

Number 1 is which compound? C23H27F16NO4